P | # C4H12N2O

2 unconnected molecules or ions with the total composition C4H12N2O (ωB97M-V/def2-TZVPD, the Open Molecules 2025 dataset).

Last column: Mulliken charge in e.
Atoms and positions in Å:
C: 1.34 -1.51 0.70  -1.099
C: 1.12 -0.46 -0.37  -0.327
C: 0.45 0.83 0.10  0.423
C: -0.58 0.81 0.96  -0.330
N: -1.49 1.93 1.09  -0.646
N: 0.85 1.98 -0.66  -0.624
H: 1.76 -2.42 0.26  0.352
H: 0.42 -1.80 1.22  0.272
H: 2.13 -1.10 1.48  0.268
H: 0.37 -0.90 -1.04  0.164
H: 2.09 -0.24 -0.92  0.271
H: -0.96 -0.16 1.29  0.234
H: -1.62 2.53 0.29  0.240
H: -1.13 2.51 1.85  0.276
H: 0.46 2.89 -0.44  0.266
H: 0.49 1.62 -1.55  0.249
H: -2.18 -2.78 -0.99  0.326
H: -1.63 -1.43 -1.49  0.337
O: -1.91 -2.30 -1.80  -0.652

Computed properties:
- SMILES = CC/C(N)=C/N.O
- E_LUMO (eV) = 0.69
- net charge = 0

=====

Q | # C4H12N2O

A single C4H12N2O molecule (ωB97M-V/def2-TZVPD, the Open Molecules 2025 dataset).

Last column: Mulliken charge in e.
Atoms and positions in Å:
N: 0.79 1.68 0.05  -0.485
C: 0.37 0.34 0.31  0.051
C: -1.15 0.32 0.53  0.410
C: -1.60 -0.90 1.34  -1.521
O: -1.90 0.30 -0.68  -0.625
C: 0.78 -0.59 -0.87  -0.603
N: 2.19 -0.38 -1.19  -0.566
H: 0.17 2.45 0.23  0.145
H: 1.72 1.89 -0.26  0.204
H: 0.85 -0.12 1.18  0.177
H: -1.44 1.23 1.07  0.299
H: -1.74 -1.71 0.63  0.369
H: -2.55 -0.68 1.83  0.373
H: -0.89 -1.19 2.11  0.350
H: -1.52 0.96 -1.28  0.365
H: 0.56 -1.63 -0.59  0.244
H: 0.17 -0.40 -1.74  0.401
H: 2.77 -0.90 -0.55  0.212
H: 2.43 -0.67 -2.13  0.199

Computed properties:
- SMILES = C[C@H](O)[C@H](N)CN
- E_LUMO (eV) = 1.04
- net charge = 0

=====

Energy comparison, zero being the most stable, in eV: P 0.947; Q 0.000.

=====

P | # CH4N2O

A single CH4N2O molecule (ωB97M-V/def2-TZVPD, the Open Molecules 2025 dataset).

Last column: Mulliken charge in e.
Atoms and positions in Å:
N: -0.99 -0.69 -0.01  -0.418
C: 0.13 0.09 0.26  0.299
O: 1.37 -0.44 -0.06  -0.363
N: 0.87 0.77 -0.77  -0.486
H: -1.85 -0.52 0.47  0.183
H: -0.97 -1.32 -0.79  0.197
H: 0.05 0.59 1.23  0.328
H: 1.39 1.53 -0.33  0.261

Computed properties:
- SMILES = N[C@@H]1NO1
- E_LUMO (eV) = 1.01
- net charge = 0

=====

Q | # CH4N2O

A molecular structure, CH4N2O (ωB97M-V/def2-TZVPD, the Open Molecules 2025 dataset).

Last column: Mulliken charge in e.
Atoms and positions in Å:
C: -0.49 -0.37 0.89  0.141
H: -0.84 0.98 -0.83  0.336
H: 1.43 1.32 -1.02  0.265
H: 0.71 -1.42 -0.48  0.299
H: -0.44 -1.25 1.58  0.294
N: 0.41 0.48 -1.20  -0.569
N: 0.51 -0.28 0.00  -0.191
O: -1.29 0.54 1.05  -0.576

Computed properties:
- E_LUMO (eV) = 0.67
- net charge = 0

=====

R | # CH4N2O

A single CH4N2O molecule (ωB97M-V/def2-TZVPD, the Open Molecules 2025 dataset).

Last column: Mulliken charge in e.
Atoms and positions in Å:
N: 1.02 -0.12 -0.70  -0.478
C: -0.13 -0.52 -0.01  0.516
N: -1.02 0.49 0.26  -0.391
O: -0.39 -1.68 0.23  -0.575
H: 1.80 -0.68 -0.37  0.263
H: 1.26 0.85 -0.52  0.234
H: -0.66 1.42 0.40  0.197
H: -1.89 0.24 0.71  0.233

Computed properties:
- SMILES = NC(N)=O
- E_LUMO (eV) = 0.71
- net charge = 0

=====

S | # CH4N2O

A single CH4N2O molecule (ωB97M-V/def2-TZVPD, the Open Molecules 2025 dataset).

Last column: Mulliken charge in e.
Atoms and positions in Å:
C: -1.05 0.34 -0.06  0.143
H: 1.93 -0.73 0.45  0.232
H: 0.22 -1.34 -0.08  0.330
H: 0.71 1.41 -0.14  0.261
H: -1.64 1.25 -0.23  0.301
N: 1.03 -0.63 -0.15  -0.554
N: 0.27 0.53 0.15  -0.083
O: -1.46 -0.82 0.06  -0.629

Computed properties:
- SMILES = NNC=O
- E_LUMO (eV) = 0.97
- net charge = 0

=====

Energy comparison, zero being the most stable, in eV: P 3.334; Q 5.352; R 0.000; S 2.210.

=====

P | # CH4N2O

A single CH4N2O molecule (ωB97M-V/def2-TZVPD, the Open Molecules 2025 dataset).

Last column: Mulliken charge in e.
Atoms and positions in Å:
C: -0.20 0.02 -0.24  0.348
N: 0.92 -0.49 0.41  -0.483
N: 0.77 0.95 0.23  -0.457
O: -1.41 0.33 0.42  -0.493
H: -0.14 -0.12 -1.38  0.270
H: 0.87 -0.59 1.39  0.251
H: 1.57 1.16 -0.32  0.244
H: -2.12 0.29 -0.22  0.321

Computed properties:
- SMILES = OC1NN1
- E_LUMO (eV) = 0.85
- net charge = 0

=====

Q | # CH4N2O

A single CH4N2O molecule (ωB97M-V/def2-TZVPD, the Open Molecules 2025 dataset).

Last column: Mulliken charge in e.
Atoms and positions in Å:
N: 1.01 -0.56 -0.28  -0.437
C: -0.24 0.03 -0.45  0.609
N: -0.91 0.37 0.68  -0.373
O: -0.60 0.30 -1.58  -0.609
H: 1.50 -0.51 -1.15  0.231
H: 1.50 -0.60 0.59  0.195
H: -0.54 0.01 1.53  0.175
H: -1.72 0.96 0.66  0.208

Computed properties:
- SMILES = NC(N)=O
- E_LUMO (eV) = 0.79
- net charge = 0

=====

R | # CH4N2O

2 unconnected molecules or ions with the total composition CH4N2O (ωB97M-V/def2-TZVPD, the Open Molecules 2025 dataset).

Last column: Mulliken charge in e.
Atoms and positions in Å:
C: 0.48 0.44 0.28  -0.682
N: -1.58 -1.02 -1.19  -0.303
N: -0.21 -0.78 0.23  0.287
O: -0.06 -1.73 0.97  -0.368
H: 1.15 0.52 -0.58  0.274
H: 1.05 0.48 1.21  0.352
H: -0.24 1.27 0.23  0.264
H: -1.88 -1.96 -0.92  0.177

Computed properties:
- E_LUMO (alpha / beta) (eV) = -0.27 / -1.31
- net charge = 0

=====

Energy comparison, zero being the most stable, in eV: P 3.500; Q 0.000; R 7.538.

=====

P | # C5H12N2O2

A molecular structure, C5H12N2O2 (ωB97M-V/def2-TZVPD, the Open Molecules 2025 dataset).

Last column: Mulliken charge in e.
Atoms and positions in Å:
C: -1.29 0.08 -1.89  -0.626
N: -1.76 0.29 -0.70  -0.201
C: -1.12 -1.01 0.56  0.512
O: -1.96 -0.75 1.64  -0.495
O: -1.14 -2.11 0.02  -0.712
H: -2.62 -1.46 1.63  0.329
H: -1.96 1.25 -0.43  0.252
H: -1.12 -0.97 -2.14  0.372
H: -1.48 0.76 -2.71  0.376
H: 0.54 0.04 -1.61  -0.031
C: 0.41 0.61 1.81  -0.933
N: 0.21 -0.45 0.85  -0.161
C: 1.48 -0.13 -0.97  -0.083
C: 2.34 0.88 -0.78  -0.864
H: 0.89 -1.20 0.87  0.365
H: 1.82 -1.15 -1.02  0.384
H: 1.32 1.16 1.60  0.377
H: 0.43 0.22 2.83  0.265
H: -0.41 1.33 1.75  0.269
H: 2.05 1.92 -0.82  0.324
H: 3.37 0.68 -0.50  0.282

Computed properties:
- E_LUMO (eV) = 0.17
- net charge = 0

=====

Q | # C5H12N2O2

A molecular structure, C5H12N2O2 (ωB97M-V/def2-TZVPD, the Open Molecules 2025 dataset).

Last column: Mulliken charge in e.
Atoms and positions in Å:
C: -0.44 -0.77 -1.35  -1.611
C: -0.26 -1.51 1.05  -1.720
C: -1.74 0.38 0.47  -1.854
C: 0.65 1.92 -0.25  -0.808
C: -0.40 -0.30 0.11  1.822
N: 0.64 0.66 0.40  -0.365
N: 2.34 -0.11 0.13  0.909
O: 3.17 0.73 0.22  -0.559
O: 2.37 -1.28 -0.02  -0.494
H: -0.62 0.06 -2.03  0.380
H: 0.48 -1.27 -1.63  0.377
H: -1.26 -1.48 -1.48  0.430
H: 0.62 -2.10 0.84  0.425
H: -1.13 -2.16 0.93  0.421
H: -0.22 -1.17 2.08  0.402
H: -1.68 0.80 1.47  0.442
H: -1.99 1.17 -0.24  0.404
H: -2.53 -0.37 0.45  0.456
H: 0.33 1.90 -1.29  0.271
H: 0.00 2.59 0.32  0.315
H: 1.66 2.33 -0.18  0.355

Computed properties:
- E_LUMO (alpha / beta) (eV) = 0.46 / 0.46
- net charge = 0

=====

R | # C5H12N2O2

A single C5H12N2O2 molecule (ωB97M-V/def2-TZVPD, the Open Molecules 2025 dataset).

Last column: Mulliken charge in e.
Atoms and positions in Å:
C: -0.39 -0.80 0.12  1.570
C: -0.63 -2.06 1.03  -1.918
C: -1.56 -0.28 -0.75  -1.605
C: -0.08 1.65 1.00  -1.023
C: 2.99 -0.26 -0.59  -0.754
N: 0.06 0.20 1.20  -0.176
N: 1.86 -0.91 0.02  -0.109
O: 0.74 -0.92 -0.76  -0.288
O: 1.50 -0.29 1.26  -0.316
H: 0.21 -2.56 1.21  0.494
H: -1.31 -2.69 0.63  0.503
H: -1.01 -1.68 1.88  0.486
H: -2.01 0.49 -0.16  0.386
H: -2.24 -1.10 -0.96  0.392
H: -1.23 -0.01 -1.70  0.407
H: 0.77 2.03 1.47  0.312
H: 0.03 1.86 -0.13  0.233
H: -1.01 1.75 1.45  0.502
H: 3.29 -0.83 -1.41  0.299
H: 2.82 0.82 -0.85  0.287
H: 3.77 -0.27 0.11  0.317

Computed properties:
- SMILES = CN1ON(C)C(C)(C)O1
- E_LUMO (eV) = 0.99
- net charge = 0

=====

Energy comparison, zero being the most stable, in eV: P 0.000; Q 0.776; R 2.706.

=====

P | # C5H12N2O2

A single C5H12N2O2 molecule (ωB97M-V/def2-TZVPD, the Open Molecules 2025 dataset).

Last column: Mulliken charge in e.
Atoms and positions in Å:
C: -2.57 -1.11 0.95  -1.192
C: -1.15 -0.79 1.52  -0.272
C: -0.01 -0.93 0.60  0.547
C: 0.85 1.11 -0.12  -0.290
C: -0.30 2.87 -1.22  -0.656
H: -2.67 -2.17 0.63  0.321
H: -3.25 -1.11 1.74  0.399
H: -2.86 -0.46 0.12  0.292
H: -0.94 -1.44 2.35  0.336
H: -1.18 0.28 1.82  0.202
H: 0.47 1.53 0.78  0.330
H: 1.87 0.61 0.08  0.356
H: -1.11 2.27 -1.61  0.265
H: -0.17 3.74 -1.83  0.273
H: -0.57 3.28 -0.20  0.269
H: 1.35 -1.42 -1.41  0.230
H: 1.98 -2.77 -0.67  0.300
N: 0.94 -1.83 0.60  -0.419
N: 1.81 -1.82 -0.50  -0.518
O: -0.05 0.01 -0.41  -0.425
O: 0.92 2.03 -1.18  -0.350

Computed properties:
- SMILES = CC/C(=N/N)OCOC
- E_LUMO (eV) = 0.92
- net charge = 0

=====

Q | # C5H12N2O2

2 unconnected molecules or ions with the total composition C5H12N2O2 (ωB97M-V/def2-TZVPD, the Open Molecules 2025 dataset).

Last column: Mulliken charge in e.
Atoms and positions in Å:
C: -2.02 -1.07 -0.06  0.109
C: -2.48 0.08 0.45  -0.805
C: 1.50 -1.12 -0.67  -1.005
C: 0.78 1.20 -1.10  -1.130
N: 1.04 0.14 -0.13  0.182
C: 0.94 0.30 1.25  0.710
N: 0.87 1.58 1.69  -0.524
O: -2.21 -1.40 -1.37  -0.529
O: 1.15 -0.61 2.06  -0.661
H: -1.86 -2.29 -1.51  0.368
H: -1.55 -1.84 0.54  0.307
H: 1.55 2.24 1.34  0.218
H: 0.74 1.68 2.69  0.240
H: -2.43 0.27 1.52  0.272
H: -3.02 0.78 -0.17  0.260
H: 1.73 -1.84 0.12  0.314
H: 2.40 -0.95 -1.27  0.348
H: 0.72 -1.53 -1.32  0.236
H: 1.73 1.52 -1.54  0.360
H: 0.13 0.81 -1.88  0.338
H: 0.29 2.06 -0.65  0.392

Computed properties:
- SMILES = CN(C)C(N)=O.C=CO
- E_LUMO (eV) = 0.74
- net charge = 0

=====

Energy comparison, zero being the most stable, in eV: P 1.864; Q 0.000.

=====

P | # C5H12N2O2

2 unconnected molecules or ions with the total composition C5H12N2O2 (ωB97M-V/def2-TZVPD, the Open Molecules 2025 dataset).

Last column: Mulliken charge in e.
Atoms and positions in Å:
C: 0.64 -1.42 0.75  0.008
C: 0.19 -1.15 2.20  -1.077
C: 2.03 -1.03 0.33  0.548
O: 2.34 0.00 -0.23  -0.624
N: 2.97 -1.98 0.64  -0.381
H: 0.46 -2.48 0.50  0.361
H: -0.11 -0.94 0.11  -0.255
H: 0.08 -0.08 2.36  0.292
H: 3.94 -1.76 0.49  0.232
H: 2.73 -2.78 1.19  0.200
H: 0.96 -1.48 2.91  0.335
H: -0.76 -1.62 2.35  0.326
C: -2.10 2.85 -0.94  -1.153
C: -2.14 1.35 -0.91  0.815
O: -2.80 0.69 -0.13  -0.633
N: -1.40 0.76 -1.90  -0.378
H: -2.63 3.25 -0.08  0.311
H: -2.66 3.19 -1.82  0.331
H: -1.33 -0.25 -1.99  0.232
H: -0.86 1.33 -2.53  0.175
H: -1.10 3.27 -1.03  0.333

Computed properties:
- SMILES = CCC(N)=O.CC(N)=O
- E_LUMO (eV) = 0.83
- net charge = 0

=====

Q | # C5H12N2O2

2 unconnected molecules or ions with the total composition C5H12N2O2 (ωB97M-V/def2-TZVPD, the Open Molecules 2025 dataset).

Last column: Mulliken charge in e.
Atoms and positions in Å:
O: -0.12 -2.15 -0.44  -0.619
C: 0.81 -2.31 -1.22  0.722
N: 1.43 -1.26 -1.83  -0.363
C: 1.36 -3.67 -1.58  -1.057
H: 2.21 -1.40 -2.48  0.184
H: 1.10 -0.31 -1.62  0.225
H: 0.79 -4.45 -1.04  0.274
H: 2.42 -3.75 -1.30  0.307
H: 1.26 -3.86 -2.66  0.321
O: 0.07 2.72 -0.90  -0.593
C: -0.92 2.53 -0.21  0.200
N: -0.94 1.99 1.03  0.141
C: -2.17 1.81 1.77  -0.829
C: 0.29 1.58 1.67  -0.935
H: -1.95 2.80 -0.56  0.260
H: -2.33 0.74 2.01  0.295
H: -2.15 2.38 2.71  0.296
H: -3.02 2.16 1.16  0.265
H: 1.13 1.79 0.99  0.264
H: 0.46 2.14 2.61  0.320
H: 0.28 0.50 1.90  0.322

Computed properties:
- SMILES = CN(C)C=O.CC(N)=O
- E_LUMO (eV) = 0.86
- net charge = 0

=====

Energy comparison, zero being the most stable, in eV: P 0.000; Q 0.462.